# 1
172
Properties=species:S:1:pos:R:3:forces:R:3:mulliken_spin:R:1 method="wB97M-V/def2-TZVPD" e_homo_ev="-7.8152 / -8.8993" s_squared=0.7550 lumo_energy_ev="-2.25 / -2.25" multiplicity=2 e_tot_ha=-11332.4177
O 2.76751 -7.02429 -5.56795 -0.5 0.4 0.2 0.000
H -0.09789 3.18215 1.00685 0.8 0.1 0.1 0.002
H 4.99704 2.37198 -6.03852 -0.1 -0.1 -0.1 0.000
O -1.50535 4.23562 -3.85635 0.4 0.1 -1.5 0.000
O -0.78475 5.56547 0.25781 -0.8 0.4 -0.1 0.000
H -4.86784 2.16231 -1.53085 0.1 -0.1 0.0 0.000
C 3.64557 6.55079 0.56072 0.8 -1.6 1.3 0.000
H 4.73446 -4.42382 -2.45519 1.1 -0.1 0.2 0.000
S -6.63695 1.49905 1.40623 -0.1 -2.6 -0.2 0.000
O 5.16063 4.01683 2.72612 -0.8 1.1 -0.4 0.000
C -6.14882 3.79501 -0.81776 0.3 -1.6 0.3 0.000
H 1.58327 -5.75573 -1.34389 0.4 -0.4 0.1 0.000
H -3.76434 -0.25717 6.16627 -0.1 -0.3 -0.6 0.000
O 2.58828 -2.90505 -1.87555 1.1 -0.8 1.8 0.006
C -0.52949 -1.10601 -1.92632 -0.5 -0.2 0.9 -0.034
N 0.86510 0.42060 -0.70796 3.5 -1.4 -0.9 0.478
C 1.12753 -5.26227 -5.14979 -0.5 -0.5 0.6 0.000
C -3.56115 7.73441 0.84625 5.3 -0.5 2.9 0.000
C -0.97961 -5.85384 2.32950 -0.3 2.0 1.1 -0.002
C -5.05634 -6.23212 -1.14138 -1.1 -0.8 -0.9 0.000
O -6.04267 1.41107 -0.14368 -1.6 -0.4 2.1 0.000
C 0.69710 3.31651 -5.25188 -1.8 1.5 0.1 0.000
C -6.70143 -0.31512 1.66585 -0.7 1.2 0.2 0.000
H -0.88184 -2.19623 0.90330 -0.7 0.5 -0.4 0.008
Br -0.32199 1.27457 6.14097 -0.1 0.3 0.0 0.000
S 3.62780 -3.11695 -0.87568 0.9 -0.7 -0.6 -0.002
C -3.52253 -4.24785 -0.78331 -0.6 -1.2 0.5 0.000
H -6.42296 -6.54356 0.53960 -0.2 0.1 0.1 0.000
H 3.45368 2.61365 -5.17667 0.0 0.2 0.1 0.000
C 2.11649 -6.35922 -4.79563 -0.5 1.2 1.0 0.000
C -2.29358 1.24920 6.17526 0.7 0.8 0.3 0.000
O 4.57109 -0.56966 -6.28181 -1.4 0.8 1.8 0.000
H 4.02771 -5.48774 -1.25958 0.0 0.2 0.1 0.000
H 3.11793 -4.43475 3.67146 0.0 0.2 0.2 0.000
H -2.61727 1.29914 -8.67662 0.7 -0.4 -0.6 0.000
H -0.47613 -0.39325 -2.74926 0.2 0.2 0.3 -0.004
O -1.96842 3.01629 -6.12732 1.8 1.1 2.7 0.000
C 4.60897 5.73581 1.16653 -1.8 2.4 -2.3 0.000
H 3.03980 -2.50440 5.55339 0.4 0.0 -0.2 0.000
O -0.20859 -4.24386 -1.95882 0.1 -0.3 -1.0 -0.001
O -5.33858 -7.17830 -1.90982 0.4 2.1 2.4 0.000
C -1.29993 -7.23190 2.71614 0.6 4.3 -0.6 0.000
C -4.07988 -5.23955 -1.51180 3.0 0.8 -1.0 0.000
C -5.64429 -5.88970 0.17554 0.3 0.7 1.5 0.000
C 5.25956 3.48362 -4.15187 -0.9 -1.0 -1.1 0.000
H -2.39252 -0.28188 0.29405 0.2 -0.3 0.0 0.001
Br -2.55093 -0.32658 3.81246 -0.4 -0.2 1.3 0.000
C 4.34778 4.80901 2.26406 -1.0 -1.2 0.7 0.000
C 0.48002 -4.78880 -2.82057 -0.8 0.1 2.3 0.001
H 2.22469 -1.07875 5.02518 0.0 0.5 0.2 0.000
H 4.22372 -2.78684 1.89614 -1.0 0.7 -0.2 0.000
H 1.91654 -4.91267 2.53422 0.3 0.0 -0.7 0.000
O -5.61400 1.89362 2.33201 0.0 1.0 -0.5 0.000
O 3.67831 0.37174 3.40879 1.5 -0.1 1.9 0.000
H 5.61037 -0.92293 -3.45736 -0.1 -0.5 -0.4 0.000
O 2.46895 0.11618 -4.94922 3.1 -1.0 -0.4 0.001
C 1.77720 1.29727 1.47558 0.6 -1.0 -0.2 0.000
O -3.61423 -3.10362 1.27537 0.9 1.5 1.7 0.000
H -5.68056 -0.69623 1.69203 -0.2 0.0 -0.4 0.000
O 4.23368 -0.83318 5.62409 1.9 2.1 -2.2 0.000
C 2.88085 4.79682 2.66194 -0.8 1.2 -0.8 0.000
H 4.51013 -4.38289 1.87657 -0.1 -0.9 -0.9 0.000
O 4.66635 1.15298 -4.40083 0.0 -0.9 -0.3 0.000
H 0.98255 -5.12766 -6.21151 -0.1 0.3 -0.1 0.000
C 3.66717 -3.70847 1.72596 -0.5 -0.7 1.3 -0.001
S 4.51786 0.49793 4.60640 2.1 -0.5 -0.3 0.001
H 0.13080 -1.95386 -2.10872 0.1 0.4 0.1 0.021
O 1.51279 7.71632 0.89963 1.0 -1.7 -0.3 0.000
O -1.14404 1.83165 -4.08475 0.1 0.5 -0.2 0.000
H -6.91771 3.47565 -1.52127 -0.4 -0.2 0.4 0.000
C -0.31335 -0.45601 -0.50206 -1.5 -0.7 -1.6 -0.031
O -7.95264 2.09354 1.45386 1.2 -0.3 -0.4 0.000
C 2.63278 -1.26389 7.26853 -1.3 0.4 -0.9 0.000
H -0.89962 1.21926 -6.58323 -0.1 0.1 0.7 0.000
H 6.34308 3.37128 -4.19006 -0.1 -0.5 0.3 0.000
H 0.36832 -1.11703 1.45626 0.2 -0.1 0.0 0.004
H -1.93023 -8.32745 4.37743 -0.2 -0.1 0.1 0.000
C 2.59278 -4.09367 2.77927 0.7 0.7 0.3 0.000
S 3.93067 -0.16929 -5.01785 -0.3 0.6 0.1 0.000
O -1.24271 -8.12233 1.96770 0.4 -4.0 -3.0 0.000
H 1.00607 2.53069 -5.94117 -0.1 -0.2 0.6 0.000
H 1.60765 -1.62179 7.36412 0.1 -0.5 0.6 0.000
H -5.76476 4.66821 -1.34511 1.0 -0.2 0.4 0.000
C 4.66140 -4.60959 -1.38362 -2.1 1.5 0.6 0.000
H 2.75797 1.51444 5.72875 -0.2 0.5 -0.5 0.000
H -1.54616 -1.49870 -1.94296 -0.2 -0.2 0.1 0.005
C -0.13459 2.34736 0.30692 -1.6 1.1 0.2 0.051
C -1.26034 -4.83202 3.18382 1.7 0.9 -2.5 -0.002
H 2.55922 -0.25064 7.66353 0.0 0.6 -0.8 0.000
H 1.22282 3.44938 -4.30633 0.2 -0.5 -0.2 0.000
C 4.60475 -1.27034 -3.69425 -2.0 1.0 -0.7 -0.002
H -2.08634 0.86886 -0.97929 0.3 -0.5 -0.7 -0.003
H -4.09355 7.22212 -2.42872 0.3 -0.6 -0.5 0.000
H 5.11829 4.49228 -4.54015 -0.5 0.0 0.0 0.000
H 3.01030 -6.96804 -2.79259 0.3 -0.7 -0.7 0.000
H -2.20137 2.12236 0.84725 0.1 0.3 0.2 -0.001
H 2.47713 2.01458 1.90414 0.0 0.1 -0.4 -0.002
H 1.09960 1.01463 2.28122 -1.0 0.8 -0.2 -0.002
C 3.79297 1.83747 5.61674 0.4 -1.8 0.2 0.000
C -2.42078 6.35811 -1.33629 -0.4 -0.2 1.5 0.000
H -2.56089 1.55565 7.18657 0.0 -0.4 0.1 0.000
C -1.82327 -4.92087 4.51345 -0.7 2.3 0.3 0.001
C -5.26212 2.48151 -0.56610 0.5 2.6 -1.7 0.000
H -7.11452 -0.38458 2.67216 0.0 0.0 0.0 0.000
H -0.56041 2.82833 -0.57366 0.6 0.0 -0.6 -0.017
C -4.26224 7.72265 -0.39948 -0.6 0.1 0.2 0.000
C 1.47709 -5.73273 -2.41841 1.5 -1.2 -1.0 0.000
S -1.05818 3.14259 -4.67995 -0.4 -2.4 -0.5 0.000
H 1.96246 -3.24638 3.04922 0.1 0.1 -0.1 0.000
H 0.61185 -2.28410 0.08764 0.5 0.1 0.3 -0.010
O -2.15806 -3.96953 5.24599 0.9 -1.6 -1.5 0.000
C -3.55326 7.05078 -1.50942 -0.5 0.3 -0.4 0.000
O 6.02183 0.61273 4.53720 -4.8 -0.5 0.3 0.000
H -5.62964 -4.70049 1.93078 -0.1 0.2 0.1 0.000
H 2.38812 3.96726 3.14717 0.8 -0.3 0.7 -0.001
O -5.35706 8.27571 -0.43447 0.8 -0.6 -0.9 0.000
C -2.03306 -6.27097 4.85351 -0.5 -3.4 0.3 0.000
H -1.66906 7.40210 1.95599 -0.1 0.0 0.1 0.000
H 3.34339 -1.66734 7.98987 0.0 -0.9 -0.6 0.000
C -2.74279 -0.12457 5.80998 0.1 0.0 -0.7 0.000
H 4.84562 3.37208 -3.14971 0.3 0.2 0.1 0.000
C -0.05973 -1.56777 0.56087 0.7 0.3 -0.4 0.011
H 3.92983 7.10495 -0.32160 0.0 0.2 0.0 0.000
H 0.95225 5.47342 2.54301 -0.3 0.6 -0.1 0.000
H -1.99440 5.70918 -2.08695 0.2 0.2 -0.2 0.000
C -1.62125 0.35623 -0.13727 1.2 0.8 -0.3 0.048
C 2.97089 -1.43215 5.73679 -0.4 -0.1 2.4 0.000
H -0.29823 -3.85070 -4.58171 -0.2 0.1 0.1 0.000
C -2.23223 7.24613 1.04775 -4.6 0.9 -0.6 0.000
H -2.50358 -6.37144 5.82041 0.1 -0.6 0.2 0.000
H -2.70199 1.12322 -6.51131 0.3 0.0 0.4 0.000
H -0.96926 2.12065 -8.86388 0.2 -0.8 0.4 0.000
H 4.40194 -2.26361 -4.09473 0.7 -0.1 0.1 0.000
H 5.57044 5.77368 0.67608 0.3 -0.3 0.3 0.000
H -0.94650 -3.85645 2.84298 -0.3 0.4 0.0 0.002
C -1.83969 1.74205 -6.75949 0.2 0.2 -2.1 0.000
H -2.64346 -3.70360 -1.09544 0.0 0.1 -0.3 0.000
H 0.69421 4.28144 -5.75885 0.2 0.0 -0.1 0.000
C 0.38429 -4.60304 -4.21488 0.3 0.5 -3.9 0.000
H -4.41302 2.60185 0.10668 -0.1 0.3 0.1 0.000
H -3.96789 8.31963 1.65773 -0.3 0.1 -0.1 0.000
C -1.88533 2.00530 -8.28457 -1.3 0.5 0.0 0.000
C 2.09899 2.49263 -0.83390 0.7 0.5 3.0 0.009
H -2.62885 2.06551 5.53548 0.0 -0.4 -0.3 0.000
C -1.29781 1.51467 0.79830 -0.4 -1.4 0.6 -0.019
H 3.12942 2.29260 -0.54013 0.3 -0.8 -1.0 0.000
H -1.19281 1.07829 1.79160 0.5 0.4 0.3 -0.005
O 2.97549 -3.79524 0.46991 0.5 1.1 -1.2 0.000
H -7.40785 -0.78992 0.98494 0.4 0.0 -0.2 0.000
C -1.73896 6.30320 0.05929 0.8 -0.1 -1.8 0.000
C -4.01517 -3.99232 0.60519 -1.6 -1.3 -2.7 0.001
H 1.86741 2.52815 -1.89841 0.0 0.0 0.4 0.004
C -1.76736 -7.32426 4.01209 -1.8 0.3 5.6 0.000
H -6.57062 4.07366 0.14794 -0.2 0.3 -0.2 0.000
C 2.23698 -6.42393 -3.31444 -0.2 0.3 2.5 0.000
O 1.95635 -0.14699 -1.35458 -3.7 1.8 2.2 0.511
C -5.18391 -4.84652 0.95795 -0.7 -2.3 -0.8 0.000
C 4.51764 2.40743 -5.06024 1.0 1.3 0.5 0.000
H -3.53847 -5.50514 -2.40776 -0.2 0.2 -0.5 0.000
C 2.22481 6.74342 1.11225 0.9 0.4 2.3 0.000
C 1.19500 1.66507 0.08354 -1.3 -1.7 -0.5 -0.033
H 5.46059 -4.61696 -0.64245 0.5 0.0 -0.9 0.000
H 3.98419 2.81271 5.16905 -0.1 -0.2 0.1 0.000
H 2.03791 3.40661 -0.24312 -0.4 1.2 -1.0 -0.003
H 3.93507 -1.13789 -2.84449 0.1 0.2 0.0 0.010
H -2.08478 -0.86472 6.26530 -0.2 -0.1 -0.2 0.000
H 4.19660 1.66072 6.61371 0.5 0.5 -0.1 0.000
H -0.55621 -5.61717 1.36455 0.1 -0.2 -0.2 0.001
O 4.53782 -2.02529 -0.55392 -1.2 -1.4 0.0 0.001
C 1.96445 5.71819 2.25678 0.8 -0.8 -1.5 0.000
H -2.38254 2.94339 -8.53128 -0.2 0.3 0.6 0.000
H 2.26147 0.32090 1.45827 0.8 0.3 -0.7 -0.001

=====

# 2
65
Properties=species:S:1:pos:R:3:forces:R:3:mulliken_spin:R:1 method="wB97M-V/def2-TZVPD" e_homo_ev="-20.2506 / -20.2477" s_squared=2.0098 total_charge=+4 lumo_energy_ev="-14.17 / -14.56" multiplicity=3 e_tot_ha=-1443.3387
C -2.93681 -0.05921 1.88552 0.1 0.0 0.2 0.001
H 2.54600 1.05885 3.16882 0.0 0.0 0.0 0.000
C 0.75997 -2.32425 0.64350 0.0 0.0 -0.1 0.040
H -3.66562 1.29097 -0.45312 0.0 0.0 0.0 -0.001
C 1.13112 2.56061 2.45984 -0.1 0.1 -0.1 0.003
H -1.56886 0.97652 -2.67142 0.0 0.0 0.0 0.007
C -0.24105 3.08396 -1.51507 -0.2 0.0 0.0 0.019
H 3.37831 1.77044 -1.25163 0.0 0.0 0.0 -0.003
H -3.80643 -1.26850 0.31633 0.0 0.0 0.0 0.004
H 0.07871 3.71176 -0.68878 0.0 0.0 0.0 0.000
C -3.04501 0.70432 -1.12984 -0.1 -0.2 0.1 -0.019
H 3.31939 -0.10061 0.30680 0.0 0.0 0.0 -0.003
H 0.86105 0.53672 3.23880 0.0 0.0 0.0 -0.005
O -2.14890 -0.14830 -0.33831 0.0 0.1 0.1 -0.001
H -3.67085 0.07282 -1.76134 0.0 0.0 0.0 -0.003
C 1.57223 1.14651 2.68973 0.2 -0.2 -0.1 0.013
H -0.79179 3.68866 -2.23497 0.0 0.0 0.0 -0.002
H 0.61514 -2.81582 -3.52946 0.0 0.0 0.0 0.000
C 2.32609 -3.46644 -0.71810 0.0 0.0 0.0 -0.004
H -1.61667 -2.33063 -0.72104 0.0 -0.1 -0.1 0.006
H -0.91688 1.43491 3.79307 0.0 0.0 0.0 -0.001
N 1.16371 -3.59122 0.17194 -0.1 0.1 -0.2 0.009
H -0.79419 -4.37412 0.10220 0.0 0.0 0.0 0.000
H -1.00989 -1.60225 -2.23913 0.0 0.0 0.0 -0.016
H 0.40390 -5.25012 -0.86032 0.0 0.0 0.0 0.000
O -1.57763 0.47969 2.06274 0.1 0.0 -0.1 0.004
C 2.91500 0.85063 0.62722 -0.1 -0.1 0.2 0.013
C 2.60164 1.80536 -0.48612 0.0 -0.1 -0.2 0.006
H -3.22327 -0.61281 2.78016 0.0 0.0 0.0 0.000
H 1.58006 -1.83881 1.16882 0.0 0.0 0.0 0.035
O 0.00351 2.49767 1.51049 -0.1 0.0 0.2 0.006
H -2.21749 -1.80628 0.88725 0.0 0.0 0.1 -0.004
H -2.63025 2.38597 -2.40162 0.0 0.0 0.0 0.002
H 1.20454 -4.36713 -2.91474 0.0 0.0 0.0 -0.001
C 0.86888 2.30078 -2.13521 0.2 -0.1 0.0 -0.002
H 0.56595 1.68965 -2.98291 0.0 0.0 0.0 -0.002
C -0.76026 -2.20562 -1.36634 0.1 -0.1 0.0 0.040
C 0.07377 -4.26199 -0.54954 0.0 0.0 0.0 0.002
C 0.87785 -3.37064 -2.62825 0.0 0.0 0.0 0.000
H 0.81905 3.04242 3.38583 0.0 0.0 0.0 0.000
C -1.61951 1.63462 2.98957 -0.1 -0.2 0.1 -0.010
N 0.33242 -1.35067 -0.54698 0.0 0.1 0.3 0.051
O -1.16253 2.08056 -0.92681 0.1 -0.1 -0.1 0.034
H -1.16708 3.74596 2.74485 0.0 0.0 0.0 0.002
N -0.28033 -3.47052 -1.73668 0.1 0.0 0.1 0.014
H -1.98840 3.00616 1.36101 0.0 0.0 0.0 -0.003
H 3.14957 -2.98114 -0.19101 0.0 0.0 0.0 0.000
O 1.33113 1.36716 -1.08980 0.0 0.1 0.2 0.048
N 1.95528 -2.68707 -1.90818 -0.1 0.0 0.1 0.016
H -0.11072 -2.41465 1.29764 0.0 0.0 0.0 -0.032
H 2.38556 -0.87962 -1.06576 0.1 0.0 0.0 -0.001
C -2.12163 1.54825 -1.92588 0.1 0.2 0.0 0.029
H 2.65039 -4.45763 -1.02590 0.0 0.0 0.0 0.000
H 1.24842 -0.82097 -2.43549 0.0 0.0 0.0 -0.012
H 2.47392 2.83317 -0.14840 0.0 0.0 0.0 0.001
H 1.69591 2.93718 -2.44925 0.0 0.0 0.0 0.000
C -1.27624 2.83054 2.16475 0.2 0.0 -0.1 0.026
C -2.83948 -0.93601 0.69430 0.0 0.0 -0.2 0.011
H -3.61625 0.78151 1.74337 0.0 0.0 0.0 0.000
H 1.89538 3.18306 2.00105 0.1 0.0 0.0 -0.002
O 1.64250 0.54865 1.33733 -0.1 0.1 0.1 0.058
W -0.18991 0.59260 0.27912 -0.2 0.2 -0.4 1.575
C 1.56680 -1.37981 -1.55633 -0.1 -0.1 0.0 0.048
H -2.61162 1.70352 3.43299 0.0 0.0 0.0 0.000
H 3.61234 1.29063 1.33866 0.0 0.0 0.0 0.000

=====

# 3
22
Properties=species:S:1:pos:R:3:forces:R:3:nbo_charge:R:1 method="wB97M-V/def2-TZVPD" e_homo_ev=-7.8535 de_lowest_kcal_mol=68.8 lumo_energy_ev=0.45 multiplicity=1 e_tot_ha=-1145.4084
O -2.37011 2.31285 -0.28279 1.5 2.2 -1.3 -0.861
S 1.62666 -0.94148 0.09218 -0.7 0.0 -0.1 0.138
C -2.03830 0.03326 0.91209 0.3 0.2 -0.9 -0.383
H -1.60226 -2.99095 0.12942 0.6 0.0 -0.4 0.222
S -1.84766 0.79533 -0.73559 -0.9 -0.6 0.9 0.497
H -1.66740 -1.55126 2.27829 -0.6 0.5 0.0 0.207
C 0.05560 -1.66000 -0.68515 0.8 -0.5 1.4 -0.499
H 0.90560 1.24804 -1.65532 -0.3 -0.5 -0.7 0.207
H -2.61758 0.81772 1.49079 0.9 -1.5 -0.2 0.254
H -0.26449 -2.72118 1.20873 2.0 -1.5 1.4 0.222
C -0.79420 -2.30613 0.44122 -3.3 4.2 -1.3 -0.438
H 1.02063 1.00789 2.39699 1.0 0.6 -0.5 0.233
H -1.74896 3.02423 -0.72194 -1.6 -2.2 1.4 0.496
C -1.58400 -1.19530 1.25232 0.3 0.2 -0.2 -0.208
H 2.81303 0.88575 2.16647 -1.0 -0.2 -1.0 0.233
H 0.34950 -2.49939 -1.30997 0.4 0.4 -0.5 0.228
H -0.37969 -0.83358 -1.26154 -0.1 -0.7 0.1 0.221
H 2.04738 2.32974 1.69409 -0.2 1.6 0.2 0.214
C 1.08401 1.63360 -0.68928 1.2 -0.1 0.7 -0.438
C 1.43448 0.87376 0.33284 0.7 -2.0 -0.4 -0.081
C 1.86930 1.29509 1.70311 -0.6 -1.4 1.1 -0.662
H 1.29619 2.66712 -0.63371 -0.4 1.3 0.2 0.197